1.
A 2-piece molecular cluster, C7H11Br2OP overall at a distorted geometry. Source: the OMol25 dataset; level of theory: ωB97M-V/def2-TZVPD.

Properties
multiplicity	3
expectation value of S²	2.010
E	-5837.788852	a.u.

Element x y z (Å)
C 1.220 -1.142 0.871
C 1.713 0.590 -0.961
C -0.334 -1.004 0.676
C 0.130 0.701 -1.271
C 0.554 1.192 1.015
C 1.734 0.327 0.506
C -0.370 0.441 0.180
O -4.148 -0.897 -2.346
P -3.195 -0.870 -1.262
Br -2.458 1.380 0.744
Br -4.188 -1.888 0.520
H 1.676 -1.267 1.867
H 1.697 -1.862 0.316
H 2.329 -0.054 -1.629
H 2.179 1.531 -1.164
H -0.817 -1.807 0.104
H -0.917 -1.111 1.712
H -0.182 1.784 -1.329
H -0.172 0.101 -2.172
H 0.297 1.147 2.093
H 0.556 2.247 0.602
H 2.696 0.459 0.929

Löwdin population analysis, charges in e, atoms 1 to 5: -0.108 -0.154 -0.205 -0.136 -0.196

2.
A 2-piece molecular cluster, C7H11BrN3 overall at a distorted geometry. Source: the OMol25 dataset; level of theory: ωB97M-V/def2-TZVPD.

Properties
multiplicity	1
relative energy (zero: lowest compared OMol25 entry of this formula, charge and spin)	42.8	kcal/mol
net charge	+1
E	-3011.274226	a.u.

Element x y z (Å)
C -2.784 0.832 1.315
C -3.464 -0.063 0.446
C -1.355 -0.745 0.802
C 0.855 2.013 0.127
C 1.429 0.822 -0.429
C 0.985 0.091 -1.409
C -0.120 -1.408 0.714
N -2.522 -0.939 0.037
N -1.599 0.307 1.586
N 0.053 -2.591 0.183
Br -5.052 0.279 -0.459
H -3.174 1.603 1.785
H 1.068 2.111 1.130
H 1.496 2.824 -0.372
H 2.229 0.457 0.258
H 0.340 0.527 -2.116
H 1.430 -0.943 -1.448
H 0.762 -0.876 1.131
H -2.802 -1.708 -0.581
H -0.151 2.273 -0.112
H 0.792 -3.132 0.576
H -0.689 -3.320 0.154

Löwdin population analysis, charges in e, atoms 1 to 5: -0.088 -0.677 -0.296 -0.107 -0.303

3.
An isolated ion of composition C7H11BrN5 and charge +1 at a distorted geometry. Source: the OMol25 dataset; level of theory: ωB97M-V/def2-TZVPD.

Properties
multiplicity	3
expectation value of S²	2.062
net charge	+1
E	-3120.768407	a.u.

Element x y z (Å)
C -0.169 -0.427 -0.065
C -1.500 -0.129 -0.186
C -2.430 -0.146 0.997
C -3.858 1.327 -0.098
C 0.882 -0.160 -1.075
C 2.102 0.616 -0.533
C 2.968 -0.137 0.453
N -3.491 0.586 0.962
N -4.756 2.191 -0.069
N -3.151 0.931 -1.320
N -2.190 -0.921 2.044
N -2.107 0.210 -1.332
Br 1.388 2.278 0.324
H 0.180 -0.792 0.890
H 1.259 -1.135 -1.418
H 0.453 0.360 -1.933
H 3.813 0.482 0.749
H 3.358 -1.039 -0.012
H 2.422 -0.408 1.353
H -4.994 2.707 -0.905
H -3.633 1.010 -2.219
H -1.419 -1.565 2.087
H -2.856 -0.909 2.804
H 2.698 0.966 -1.377

Löwdin population analysis, charges in e, atoms 1 to 5: -0.019 -0.171 -0.275 -0.387 -0.231

4.
A single C7H11ClIN3O3 molecule at a distorted geometry. Source: the OMol25 dataset; level of theory: ωB97M-V/def2-TZVPD.

Properties
multiplicity	1
relative energy (zero: lowest compared OMol25 entry of this formula, charge and spin)	15.0	kcal/mol
E	-1421.040811	a.u.
SMILES string	CC1=N[C@](I)([N+](=O)[O-])CN1C[C@@H](O)CCl

Element x y z (Å)
C 0.088 -0.381 2.493
C 0.778 -0.081 1.249
N 1.994 0.335 1.165
C 2.539 0.341 -0.112
I 4.387 -0.847 -0.311
N 2.833 1.779 -0.343
O 1.809 2.331 -0.645
O 3.931 2.204 -0.154
C 1.097 -0.165 -1.035
N 0.208 -0.386 0.081
C -0.910 -1.276 -0.198
C -1.792 -0.473 -1.202
O -2.917 -1.123 -1.579
C -2.068 1.013 -0.717
Cl -3.197 0.877 0.608
H 0.715 -0.108 3.378
H 0.238 -1.504 2.584
H -0.945 -0.086 2.606
H 0.772 0.822 -1.497
H 1.241 -1.050 -1.598
H -1.667 -1.516 0.683
H -0.558 -2.226 -0.513
H -1.254 -0.487 -2.123
H -3.465 -1.162 -0.759
H -1.147 1.600 -0.565
H -2.712 1.567 -1.496

Löwdin population analysis, charges in e, atoms 1 to 5: 0.003 -0.397 0.066 -0.707 0.790

5.
C7H11ClO2 as an isolated structure at a distorted geometry. Source: the OMol25 dataset; level of theory: ωB97M-V/def2-TZVPD.

Properties
multiplicity	1
relative energy (zero: lowest compared OMol25 entry of this formula, charge and spin)	25.1	kcal/mol
E	-883.897506	a.u.

Element x y z (Å)
C 0.177 -0.896 0.567
C -0.016 0.668 -0.913
C -0.777 0.242 0.318
C 1.436 -0.423 -0.099
C -0.718 1.266 1.455
C -2.187 -0.267 -0.003
C 2.130 -1.448 -0.823
O -0.105 -2.105 0.612
O 0.177 1.995 -1.174
Cl 2.551 0.568 0.812
H -0.375 0.045 -1.785
H -1.086 0.904 2.414
H -1.421 2.184 1.085
H 0.223 1.625 1.711
H -2.339 -0.600 -1.038
H -2.979 0.408 0.058
H -2.352 -1.161 0.572
H 1.557 -1.490 -1.713
H 2.041 -2.537 -0.369
H 3.145 -1.245 -1.031
H 0.917 2.269 -0.657

Löwdin population analysis, charges in e, atoms 1 to 5: -0.354 -0.173 -0.468 -0.674 -0.022

6.
A single C7H11ClO2S molecule at a distorted geometry. Source: the OMol25 dataset; level of theory: ωB97M-V/def2-TZVPD.

Properties
multiplicity	1
relative energy (zero: lowest compared OMol25 entry of this formula, charge and spin)	84.1	kcal/mol
E	-1282.064777	a.u.
SMILES string	C[C@@H]1[C@H]2[C@H](Cl)[C@@]2(C)CS1(=O)=O

Element x y z (Å)
C -0.954 -2.188 -0.880
C -1.471 -0.792 -0.656
C -0.284 0.670 -0.742
C -0.714 1.977 -0.200
Cl -0.180 3.287 -1.233
C 0.293 1.147 0.562
C 1.699 1.645 0.523
C -0.218 0.309 1.762
S -1.746 -0.600 1.191
O -1.702 -1.866 1.905
O -2.910 0.269 1.545
H -0.195 -2.437 -0.025
H -0.419 -2.317 -1.902
H -1.778 -2.855 -0.902
H -2.229 -0.453 -1.226
H 0.244 0.693 -1.607
H -1.666 2.074 0.228
H 1.727 2.785 0.568
H 2.155 1.397 -0.511
H 2.322 1.255 1.258
H 0.605 -0.361 1.998
H -0.446 0.825 2.614

Löwdin population analysis, charges in e, atoms 1 to 5: -0.118 -0.217 -0.140 -0.599 0.686

7.
C7H11CoN2O6S as an isolated structure. Source: the OMol25 dataset; level of theory: ωB97M-V/def2-TZVPD.

Properties
multiplicity	2
expectation value of S²	0.760
relative energy (zero: lowest compared OMol25 entry of this formula, charge and spin)	3.7	kcal/mol
net charge	+1
E	-2615.041794	a.u.

Element x y z (Å)
Co 0.536 0.001 0.874
O 4.048 1.805 1.364
C 2.843 1.387 1.088
O 2.304 0.455 1.671
C 2.166 2.145 -0.013
O 0.803 1.732 -0.089
C 0.394 1.439 -1.465
C 0.836 0.014 -1.846
O 0.704 -0.324 -3.001
O 1.281 -0.688 -0.856
H 4.449 1.254 2.058
H 2.226 3.217 0.179
H 2.701 1.922 -0.940
H -0.689 1.516 -1.474
H 0.817 2.184 -2.134
S 0.502 -3.056 2.202
C 0.479 -1.657 1.663
C -1.685 -1.963 -1.266
N -2.527 -1.699 -0.098
C -2.366 -0.642 0.697
N -3.282 -0.403 1.656
O -1.383 0.146 0.585
H -2.040 -2.878 -1.731
H -0.643 -2.093 -0.984
H -1.751 -1.154 -1.991
H -3.362 -2.249 0.012
H -4.177 -0.860 1.663
H -3.185 0.449 2.179

Löwdin population analysis, charges in e, atoms 1 to 5: 0.535 0.210 -0.423 0.072 -0.043

8.
A 2-piece molecular cluster, C7H11F3NO2 overall at a distorted geometry. Source: the OMol25 dataset; level of theory: ωB97M-V/def2-TZVPD.

Properties
multiplicity	1
net charge	+1
E	-777.846555	a.u.

Element x y z (Å)
C 1.704 0.683 1.525
C 0.091 1.361 -0.249
C 1.105 2.471 0.264
C 0.759 0.099 0.305
C -1.434 -0.817 0.984
C 0.617 -1.861 1.612
C -1.266 -1.046 -2.968
N 0.007 -0.899 1.022
O 2.159 -0.026 2.343
O 1.770 1.960 1.399
F -0.857 0.135 -3.312
F -2.290 -0.962 -2.179
F -0.328 -1.569 -2.176
H -0.967 1.561 0.186
H 0.202 1.505 -1.389
H 1.836 2.785 -0.447
H 0.573 3.457 0.553
H 1.361 -0.305 -0.561
H -1.622 -0.271 0.041
H -2.015 -1.780 1.292
H -1.802 -0.263 1.809
H -1.602 -1.778 -3.801
H 1.774 -1.841 1.538
H 0.225 -2.599 2.207

Löwdin population analysis, charges in e, atoms 1 to 5: -0.432 -0.077 -0.113 -0.150 0.009

9.
A 2-piece molecular cluster, C7H11F4NO3S overall at a distorted geometry. Source: the OMol25 dataset; level of theory: ωB97M-V/def2-TZVPD.

Properties
multiplicity	1
E	-1351.246536	a.u.

Element x y z (Å)
C 1.767 -0.477 -0.977
C 0.674 0.612 -1.527
F 0.293 1.479 -0.382
C -0.630 -0.026 -2.286
C -2.137 0.460 -1.794
C -2.185 -0.528 -0.449
C -1.658 -1.891 -1.263
N -0.815 -1.554 -2.297
H 1.354 -1.556 -0.794
H 2.672 -0.527 -1.721
H 2.131 -0.084 0.089
H 1.249 1.305 -2.303
H -0.578 0.492 -3.360
H -2.337 1.597 -1.605
H -2.894 0.003 -2.595
H -1.541 -0.183 0.480
H -3.325 -0.793 -0.246
H -1.924 -3.013 -1.048
H -0.313 -2.136 -3.006
C 1.348 1.683 3.102
F 0.732 1.892 1.894
F 2.650 2.079 2.930
F 0.793 2.595 3.964
S 1.193 -0.079 3.704
O 1.832 -0.905 2.671
O -0.250 -0.326 3.830
O 1.900 -0.118 4.992

Löwdin population analysis, charges in e, atoms 1 to 5: -0.046 -0.217 -0.095 -0.217 -0.105

10.
C7H11FIN2 as an isolated structure at a distorted geometry. Source: the OMol25 dataset; level of theory: ωB97M-V/def2-TZVPD.

Properties
multiplicity	1
relative energy (zero: lowest compared OMol25 entry of this formula, charge and spin)	67.4	kcal/mol
net charge	+1
E	-779.999698	a.u.

Element x y z (Å)
C 1.093 1.584 2.681
C 1.072 1.204 1.322
C -0.475 -0.022 2.738
C -0.623 1.072 -1.155
C -1.080 -1.374 -0.289
C 1.276 -0.701 -0.971
C -0.060 -0.135 -0.398
N 0.173 0.274 0.988
N 0.194 0.902 3.377
F 1.933 1.761 0.484
I -2.238 -0.969 3.146
H 1.829 2.162 3.049
H -0.890 1.819 -0.374
H 0.166 1.638 -1.812
H -1.257 0.583 -1.967
H -1.452 -1.541 -1.282
H -0.631 -2.337 0.071
H -1.867 -1.007 0.300
H 2.181 -0.038 -0.768
H 1.762 -1.678 -0.824
H 1.406 -0.528 -2.110
H 0.029 0.995 4.401

Löwdin population analysis, charges in e, atoms 1 to 5: 0.002 -0.290 -0.562 -0.015 -0.037